42
Properties=species:S:1:pos:R:3:forces:R:3 method="wB97M-V/def2-TZVPD" lumo_energy_ev=0.40 multiplicity=1 smiles="CCOC(=O)[C@@H]1CCCN(C(=O)CSc2ccccc2)C1" relative_energy_kcal_mol=299.5 homo_lumo_gap_ev=8.315
S -3.1326 -1.4935 -0.1570 -0.0287 -2.5714 -1.9959
O -0.8782 0.4068 1.9610 -0.2500 -3.1233 -4.4154
O 3.8597 0.4764 -0.9283 3.0307 1.8132 3.7778
O 4.4797 0.0806 1.4634 -2.7397 0.2685 -4.4978
N 0.0979 -0.7357 0.2354 -0.6020 -4.7964 -4.5289
C -6.1643 1.1229 -1.1262 10.0960 -0.1930 10.6381
C -3.9810 1.0653 0.8331 2.5601 -3.5234 -4.2031
C -2.0208 -1.6482 1.2752 -1.2739 9.2419 -2.5560
C 1.2178 -0.0040 -0.0115 1.4409 3.0465 8.0940
C -4.1942 -0.1194 -0.2278 6.3780 3.7715 9.3946
C 2.6753 -2.0656 -0.3289 -0.4916 2.2340 1.1446
C -4.7510 2.1514 0.7691 -1.3609 -3.4344 -0.8037
C 5.1194 1.4844 -1.0214 -4.4438 1.4071 -1.2781
C 2.4731 -0.7422 0.4269 -1.1650 -1.7289 3.2090
C -5.2126 -0.0997 -0.9319 -9.6330 -0.6926 -8.1978
C 0.1784 -2.1726 -0.7616 -4.6792 8.8906 -0.5158
C 1.2980 -2.6478 -0.2223 6.0549 -7.6387 -3.8884
C -0.8804 -0.5581 0.9864 -2.3820 2.7922 9.2731
C 4.7931 2.8954 -0.3849 0.1870 -3.0529 4.2020
C 3.6905 -0.0005 0.4817 4.0631 1.7737 -0.3416
C -5.9549 2.0848 0.1123 -0.6655 -3.4606 -7.0998
H -1.7714 -2.5675 1.4696 1.2564 -5.0574 1.0154
H 0.3279 -1.4480 -1.6455 -0.5960 -2.3335 0.3466
H -7.0160 1.1037 -1.5262 -6.5696 -0.3487 -3.6118
H -5.4875 -1.1592 -1.5556 0.7546 3.1383 1.3818
H 5.4746 3.6531 -0.6276 1.5734 0.7156 -0.1029
H 5.2397 1.5980 -2.1307 -0.0586 -0.2293 1.1149
H 1.1186 0.9215 0.7876 0.2936 -1.6751 -2.4694
H 2.3408 -1.0284 1.5044 -0.3022 0.1801 -0.6930
H 1.3520 0.2362 -0.9392 0.2863 2.0360 -5.6257
H 1.2421 -3.1994 0.6087 -0.8634 -1.5848 3.7534
H 4.5027 2.9306 0.8512 1.5127 -0.5414 -3.3721
H 5.9032 1.0088 -0.5800 2.1095 -1.3668 1.1779
H 2.7992 -1.6734 -1.3371 1.0376 -0.9788 -0.3584
H -0.7962 -2.6359 -0.5985 0.5298 -0.1570 -0.6269
H 3.9192 3.2497 -0.7338 -3.2426 0.9122 -1.7400
H -2.9568 1.1170 1.2269 -0.6193 -0.1625 0.4714
H 1.3220 -3.6160 -1.0030 0.5404 1.2955 1.4721
H -4.4890 2.8400 1.4231 0.6988 3.7662 2.7594
H 3.4887 -2.5892 0.2853 -1.1055 0.1602 -1.8282
H -6.6510 2.8366 0.0844 -1.5056 1.9715 0.4703
H -2.5756 -1.0589 1.9932 0.1743 -0.7639 1.0544